The following is a quantum chemistry calculation of 10 unconnected molecules or ions with the total composition H20O10, from the OMol25 dataset.

The geometry in XYZ format:
```
30
Properties=species:S:1:pos:R:3:lowdin_charge:R:1
O -1.67 -1.59 -1.40 -0.042
H -1.87 -2.29 -2.02 0.081
H -2.30 -0.89 -1.60 0.080
O -1.83 -1.17 2.31 -0.060
H -2.74 -0.86 2.42 0.049
H -1.42 -0.51 1.73 0.005
O -1.47 -3.63 0.82 -0.086
H -1.20 -3.11 0.05 -0.021
H -1.43 -2.94 1.51 0.001
O 1.32 2.11 -2.56 -0.054
H 1.79 1.59 -1.88 0.003
H 1.73 2.98 -2.54 0.052
O -1.02 2.90 -0.89 -0.075
H -0.89 2.06 -0.41 -0.010
H -0.52 2.74 -1.71 0.012
O 1.23 -2.84 -1.44 -0.045
H 1.62 -3.21 -0.64 0.046
H 1.24 -3.56 -2.08 0.043
O -0.22 -0.10 0.09 -0.075
H -0.50 -0.80 -0.53 -0.008
H 0.60 0.26 -0.27 0.013
O 1.88 1.57 1.86 -0.063
H 0.90 1.52 1.86 0.008
H 2.09 2.30 2.45 0.041
O 2.69 0.27 -0.72 -0.058
H 2.98 0.94 -0.08 0.043
H 2.90 -0.56 -0.28 0.059
O -1.06 1.98 1.89 -0.052
H -1.35 2.23 2.78 0.067
H -1.50 2.61 1.30 0.045
```

- Net charge: 0
- Strongest force on any atom: 0.94 eV/Å
- Molecular weight: 180.2 g mol⁻¹
- Energy: -20800.5139 eV


The following is a quantum chemistry calculation of 5 unconnected molecules or ions with the total composition H10O5 at a distorted geometry, from the OMol25 dataset.

The geometry in XYZ format:
```
15
Properties=species:S:1:pos:R:3:mulliken_spin:R:1
O -0.38 2.39 -0.95 0.419
O -6.98 -0.73 1.04 0.000
O 2.14 2.60 1.69 0.453
O 4.70 2.30 1.32 0.197
O 0.43 -6.28 -3.30 0.000
H -0.28 1.42 -0.87 -0.013
H -7.40 -1.28 1.71 0.000
H 2.15 1.74 2.16 -0.013
H 4.28 2.11 0.47 -0.006
H 1.07 -5.79 -2.80 0.000
H 0.30 2.56 -0.27 -0.018
H -7.68 -0.58 0.40 0.000
H 2.94 3.13 1.90 -0.013
H 5.39 1.64 1.49 -0.006
H -0.08 -6.96 -2.85 0.000
```

- Net charge: +1
- Strongest force on any atom: 1.89 eV/Å
- 2S+1: 2
- Molecular weight: 90.1 g mol⁻¹
- Energy: -10387.6846 eV
- ⟨S²⟩: 0.76


The following is a quantum chemistry calculation of 6 unconnected molecules or ions with the total composition C89H63BClN4O12S2 at a distorted geometry, from the OMol25 dataset.

The geometry in XYZ format:
```
172
Properties=species:S:1:pos:R:3:lowdin_charge:R:1
O -4.06 4.13 8.43 0.168
B -4.23 5.13 9.34 -0.679
O -4.72 4.73 10.56 0.182
C -3.93 6.68 9.05 0.026
C -3.03 6.94 7.88 -0.114
C -3.31 7.56 6.67 -0.146
C -4.58 8.18 6.12 -0.095
C -5.89 7.44 6.46 -0.129
C -5.88 5.95 6.15 -0.239
C -6.66 5.13 6.96 -0.060
C -6.75 3.77 6.79 -0.060
C -6.02 3.18 5.76 -0.072
C -5.25 3.98 4.93 -0.082
C -5.18 5.35 5.11 -0.049
N -2.15 7.59 5.93 0.170
C -1.16 6.99 6.60 -0.643
Cl 0.45 6.81 6.08 0.920
N -1.69 6.60 7.74 0.002
C -0.88 5.86 8.75 -0.074
C -0.46 4.48 8.18 -0.235
C -1.10 3.26 8.92 -0.445
S 0.05 1.83 8.70 0.898
C -0.66 0.90 7.33 -1.012
S 0.07 0.86 5.88 0.791
N -1.84 0.17 7.50 -0.139
C -2.22 -1.00 6.89 -0.109
C -3.43 -1.39 7.35 -0.088
N -3.83 -0.42 8.28 0.075
C -2.92 0.47 8.34 -0.177
H -3.84 4.48 7.55 0.099
H -4.32 5.23 11.28 0.110
H -4.87 7.23 9.00 0.120
H -3.40 7.07 9.94 0.131
H -4.65 9.23 6.43 0.134
H -4.49 8.21 5.02 0.121
H -6.19 7.64 7.50 0.105
H -6.68 7.89 5.84 0.136
H -7.23 5.58 7.78 0.129
H -7.35 3.13 7.44 0.123
H -6.09 2.10 5.62 0.116
H -4.73 3.47 4.13 0.111
H -4.57 5.97 4.45 0.111
H -1.97 7.96 5.01 0.184
H -1.48 5.75 9.67 0.125
H -0.03 6.51 9.00 0.133
H -0.71 4.36 7.12 0.105
H 0.64 4.43 8.22 0.096
H -1.32 3.46 9.97 0.092
H -1.99 2.99 8.35 0.037
H -1.65 -1.54 6.14 0.114
H -4.02 -2.25 7.08 0.107
H -2.96 1.36 8.96 0.113
C -0.82 -3.16 -3.38 -0.036
C -2.16 -3.17 -3.00 -0.048
C -2.58 -2.46 -1.89 -0.002
C -1.66 -1.74 -1.14 -0.088
C -0.31 -1.75 -1.50 -0.080
C 0.10 -2.45 -2.63 0.013
C 0.70 -1.02 -0.69 -0.272
O 1.87 -1.03 -1.00 0.104
C 0.25 -0.30 0.53 -0.076
C 1.18 0.33 1.34 0.003
C 0.77 1.02 2.47 -0.082
C -0.59 1.08 2.80 -0.131
C -1.52 0.44 2.00 0.000
C -1.11 -0.26 0.87 -0.079
C -2.12 -0.97 0.04 -0.278
O -3.30 -0.91 0.33 0.102
H -0.50 -3.71 -4.26 0.098
H -2.88 -3.74 -3.58 0.109
H -3.62 -2.46 -1.60 0.120
H 1.15 -2.45 -2.92 0.112
H 2.23 0.29 1.09 0.120
H 1.50 1.50 3.11 0.097
H -0.91 1.62 3.67 0.035
H -2.57 0.48 2.25 0.119
C -1.79 16.70 3.38 -0.044
C -2.81 16.36 4.26 -0.047
C -2.77 15.15 4.94 0.001
C -1.72 14.27 4.72 -0.087
C -0.71 14.60 3.81 -0.082
C -0.74 15.83 3.15 0.006
C 0.40 13.65 3.53 -0.274
O 1.28 13.94 2.75 0.122
C 0.40 12.33 4.23 -0.071
C 1.40 11.41 3.93 0.012
C 1.42 10.18 4.58 -0.050
C 0.45 9.88 5.53 -0.114
C -0.55 10.80 5.82 -0.016
C -0.58 12.03 5.16 -0.081
C -1.68 12.99 5.46 -0.278
O -2.53 12.71 6.29 0.097
H -1.81 17.65 2.86 0.113
H -3.63 17.05 4.43 0.112
H -3.56 14.89 5.63 0.121
H 0.05 16.09 2.46 0.125
H 2.16 11.64 3.20 0.127
H 2.19 9.46 4.35 0.110
H 0.46 8.93 6.05 -0.017
H -1.31 10.57 6.56 0.111
C 4.14 -8.14 -7.33 -0.048
C 3.56 -7.75 -6.13 -0.044
C 2.41 -6.97 -6.14 0.001
C 1.84 -6.57 -7.34 -0.109
C 2.44 -6.94 -8.55 -0.133
C 3.58 -7.74 -8.54 -0.010
C 1.88 -6.48 -9.85 -0.291
O 2.39 -6.81 -10.89 0.113
C 0.68 -5.60 -9.83 -0.083
C 0.17 -5.11 -11.03 0.004
C -0.95 -4.30 -11.03 -0.051
C -1.58 -3.98 -9.83 -0.053
C -1.08 -4.46 -8.63 0.000
C 0.06 -5.26 -8.63 -0.083
C 0.61 -5.74 -7.33 -0.279
O 0.06 -5.46 -6.28 0.092
H 5.03 -8.76 -7.33 0.113
H 4.00 -8.05 -5.19 0.111
H 1.96 -6.67 -5.20 0.123
H 4.04 -8.04 -9.47 0.125
H 0.66 -5.36 -11.96 0.123
H -1.34 -3.92 -11.97 0.110
H -2.46 -3.36 -9.84 0.109
H -1.57 -4.21 -7.70 0.119
C 5.73 -4.17 -8.41 -0.042
C 4.39 -4.18 -8.04 -0.044
C 3.97 -3.47 -6.93 0.009
C 4.89 -2.75 -6.18 -0.079
C 6.24 -2.76 -6.54 -0.081
C 6.65 -3.46 -7.67 0.003
C 7.25 -2.03 -5.72 -0.277
O 8.42 -2.04 -6.04 0.108
C 6.79 -1.31 -4.50 -0.082
C 7.73 -0.68 -3.69 -0.002
C 7.31 0.01 -2.56 -0.058
C 5.96 0.07 -2.24 -0.056
C 5.03 -0.57 -3.04 0.004
C 5.44 -1.27 -4.17 -0.079
C 4.43 -1.98 -5.00 -0.272
O 3.25 -1.93 -4.71 0.100
H 6.05 -4.72 -9.29 0.112
H 3.67 -4.75 -8.62 0.092
H 2.93 -3.48 -6.64 0.118
H 7.70 -3.46 -7.95 0.122
H 8.78 -0.72 -3.95 0.121
H 8.04 0.50 -1.93 0.106
H 5.64 0.61 -1.36 0.106
H 3.98 -0.52 -2.78 0.109
C 0.91 -10.32 -7.52 -0.053
C -0.17 -10.49 -6.66 -0.050
C -0.30 -11.66 -5.93 0.000
C 0.63 -12.68 -6.07 -0.082
C 1.69 -12.52 -6.96 -0.081
C 1.83 -11.34 -7.68 0.002
C 2.68 -13.62 -7.17 -0.278
O 3.60 -13.49 -7.94 0.106
C 2.49 -14.89 -6.42 -0.083
C 3.36 -15.95 -6.64 -0.001
C 3.21 -17.13 -5.94 -0.056
C 2.19 -17.26 -5.00 -0.056
C 1.31 -16.21 -4.78 -0.001
C 1.45 -15.03 -5.50 -0.083
C 0.48 -13.92 -5.27 -0.277
O -0.41 -14.04 -4.46 0.106
H 1.01 -9.41 -8.09 0.097
H -0.90 -9.70 -6.54 0.108
H -1.14 -11.78 -5.25 0.121
H 2.67 -11.22 -8.36 0.120
H 4.16 -15.85 -7.37 0.121
H 3.89 -17.96 -6.12 0.108
H 2.07 -18.19 -4.45 0.108
H 0.51 -16.32 -4.06 0.121
```

- Net charge: +1
- Strongest force on any atom: 2.79 eV/Å
- Molecular weight: 1490.9 g mol⁻¹
- Energy: -158714.2516 eV


The following is a quantum chemistry calculation of a molecular structure, C21H33ClNO5Y at a distorted geometry, from the OMol25 dataset.

The geometry in XYZ format:
```
62
Properties=species:S:1:pos:R:3:lowdin_charge:R:1
Y -0.53 -0.60 -1.04 1.623
C -0.53 -2.92 -3.23 -0.075
C -0.38 -1.66 -4.08 -0.081
O -0.11 -0.50 -3.21 -0.292
C -0.58 0.80 -3.75 -0.091
C -1.93 1.21 -3.16 -0.095
O -2.01 0.91 -1.71 -0.304
C -3.32 0.84 -0.97 -0.038
C -3.63 -0.55 -0.35 -0.087
O -2.44 -1.37 -0.10 -0.273
C -2.77 -2.82 -0.14 -0.067
C -2.05 -3.47 -1.28 -0.136
O -1.30 -2.53 -2.03 -0.294
H 0.43 -3.43 -2.96 0.157
H -1.18 -3.64 -3.78 0.160
H -1.26 -1.40 -4.67 0.138
H 0.48 -1.80 -4.75 0.155
H -0.66 0.65 -4.82 0.140
H 0.27 1.53 -3.57 0.169
H -2.78 0.75 -3.70 0.150
H -2.04 2.29 -3.26 0.148
H -4.09 1.05 -1.72 0.146
H -3.20 1.65 -0.28 0.125
H -4.21 -1.15 -1.04 0.126
H -4.19 -0.48 0.61 0.165
H -3.83 -2.83 -0.32 0.122
H -2.62 -3.23 0.86 0.151
H -2.81 -3.92 -1.96 0.152
H -1.34 -4.31 -1.02 0.166
Cl 4.73 -0.36 4.34 0.712
C 3.76 -0.79 3.03 -0.721
C 2.66 -1.70 3.24 -0.118
C 1.82 -2.01 2.25 -0.072
C 2.08 -1.61 0.88 -0.339
C 1.27 -2.09 -0.22 -0.217
C 3.06 -0.65 0.75 -0.091
C 3.95 -0.25 1.78 -0.123
H 2.64 -2.10 4.25 0.108
H 0.92 -2.57 2.49 0.113
H 0.79 -3.04 -0.10 0.029
H 1.70 -1.95 -1.23 0.040
H 3.29 -0.17 -0.20 0.101
H 4.85 0.31 1.50 0.118
O -0.70 0.47 0.85 -0.155
C -0.13 1.47 1.48 -0.344
C -0.01 2.77 0.74 -0.089
C 1.49 3.17 0.62 -0.163
C 2.26 3.25 1.99 -0.167
C 1.25 3.46 3.07 -0.193
C 0.73 2.18 3.73 -0.126
N 0.10 1.31 2.77 0.141
H -0.51 3.54 1.30 0.110
H -0.47 2.68 -0.26 0.116
H 1.58 4.16 0.03 0.143
H 2.12 2.51 -0.02 0.104
H 3.01 4.08 1.90 0.141
H 2.84 2.34 2.09 0.093
H 0.40 4.03 2.70 0.106
H 1.67 4.03 3.88 0.125
H 0.00 2.43 4.52 0.144
H 1.60 1.69 4.18 0.138
H -0.14 0.37 3.11 0.174
```

- Net charge: +2
- Strongest force on any atom: 3.71 eV/Å
- Molecular weight: 503.9 g mol⁻¹
- Energy: -47590.9002 eV


The following is a quantum chemistry calculation of a molecular structure, C33H54BrN4O3P2PdSe, from the OMol25 dataset.

The geometry in XYZ format:
```
99
Properties=species:S:1:pos:R:3:lowdin_charge:R:1
Pd -1.81 1.20 1.13 0.411
C -3.23 -0.27 3.77 -0.215
P -1.87 0.88 3.39 0.795
C -0.50 0.35 4.43 -0.214
C -2.43 2.43 4.20 -0.395
C -3.55 3.04 3.35 -0.380
P -2.94 3.07 1.62 0.706
C -4.38 3.56 0.62 -0.253
C -1.87 4.53 1.60 -0.217
H -3.60 -0.11 4.79 0.060
H -2.84 -1.29 3.70 0.035
H -4.05 -0.17 3.06 0.046
H -0.79 0.46 5.47 0.062
H 0.38 0.96 4.22 0.058
H -0.25 -0.69 4.20 0.018
H -1.59 3.12 4.27 0.083
H -2.75 2.20 5.21 0.094
H -3.81 4.05 3.65 0.098
H -4.45 2.43 3.40 0.087
H -4.64 4.59 0.86 0.058
H -5.22 2.91 0.86 0.057
H -4.15 3.47 -0.44 -0.004
H -2.46 5.43 1.74 0.063
H -1.35 4.58 0.65 0.020
H -1.12 4.45 2.39 0.054
C -1.56 -3.92 2.26 -0.037
N -0.13 -4.15 2.18 -0.130
C 0.27 -5.35 1.47 -0.064
C 0.72 -3.14 2.53 -0.494
O 0.33 -2.01 2.81 0.010
N 2.07 -3.45 2.52 -0.137
C 2.56 -4.62 3.23 -0.052
C 2.98 -2.31 2.57 -0.043
H -2.05 -4.72 2.82 0.095
H -2.00 -3.87 1.26 0.091
H -1.73 -2.97 2.75 0.061
H -0.43 -5.52 0.64 0.090
H 0.25 -6.24 2.11 0.091
H 1.27 -5.23 1.05 0.080
H 1.76 -5.31 3.45 0.077
H 3.01 -4.32 4.18 0.093
H 3.32 -5.15 2.64 0.095
H 2.57 -1.48 2.01 0.067
H 3.93 -2.61 2.14 0.096
H 3.15 -1.99 3.60 0.095
Br 3.74 -4.52 -2.58 0.754
C 2.71 -3.27 -1.61 -0.688
C 3.27 -2.05 -1.27 -0.113
C 2.50 -1.13 -0.57 -0.025
C 1.19 -1.42 -0.22 -0.149
C 0.65 -2.66 -0.56 -0.036
C 1.41 -3.59 -1.25 -0.126
C 0.37 -0.37 0.48 -0.640
O 0.93 0.66 0.87 -0.009
O -0.89 -0.59 0.59 -0.205
H 4.29 -1.82 -1.55 0.107
H 2.92 -0.17 -0.28 0.116
H -0.38 -2.87 -0.30 0.114
H 1.00 -4.55 -1.53 0.103
C -2.69 -0.10 -6.49 -0.104
C -1.59 -0.29 -5.46 -0.264
C -2.15 -0.74 -4.11 -0.191
C -1.10 -0.88 -3.02 -0.154
N -0.28 0.32 -2.85 -0.001
C -0.60 1.39 -2.10 -0.567
Se -2.29 1.55 -1.30 0.794
N 0.41 2.28 -2.17 0.020
C 0.49 3.58 -1.51 -0.124
C 1.05 3.53 -0.10 -0.209
C 2.50 3.08 0.00 -0.267
C 2.99 3.12 1.44 -0.095
C 1.43 1.73 -2.95 -0.138
C 2.67 2.24 -3.33 0.003
C 3.45 1.44 -4.14 -0.058
C 3.00 0.17 -4.57 -0.060
C 1.77 -0.32 -4.20 0.004
C 0.99 0.49 -3.37 -0.153
H -2.29 0.23 -7.45 0.074
H -3.41 0.66 -6.16 0.076
H -3.24 -1.02 -6.66 0.077
H -1.03 0.64 -5.34 0.107
H -0.88 -1.04 -5.83 0.110
H -2.63 -1.71 -4.22 0.126
H -2.92 -0.04 -3.78 0.087
H -0.41 -1.70 -3.24 0.123
H -1.56 -1.09 -2.05 0.095
H -0.52 4.00 -1.53 0.102
H 1.11 4.21 -2.16 0.130
H 0.44 2.87 0.51 0.069
H 0.97 4.54 0.32 0.118
H 3.13 3.70 -0.64 0.109
H 2.58 2.05 -0.37 0.079
H 2.97 4.14 1.83 0.075
H 4.02 2.76 1.52 0.076
H 2.36 2.50 2.07 0.062
H 3.02 3.21 -3.00 0.110
H 4.42 1.79 -4.46 0.111
H 3.64 -0.42 -5.20 0.113
H 1.43 -1.29 -4.54 0.118
```

- Net charge: +1
- Strongest force on any atom: 0.54 eV/Å
- Molecular weight: 882.1 g mol⁻¹
- Energy: -204646.8869 eV


The following is a quantum chemistry calculation of a molecular structure, C41H37F7IN2O6P3STaTe at a distorted geometry, from the OMol25 dataset.

The geometry in XYZ format:
```
100
Properties=species:S:1:pos:R:3:mulliken_spin:R:1
Ta -0.48 -0.41 1.07 0.007
I 3.07 -0.30 -0.08 0.079
C 3.80 -1.98 0.95 -0.028
C 4.69 -1.66 1.94 0.006
C 5.25 -2.66 2.76 -0.003
C 4.87 -3.96 2.58 0.010
C 3.96 -4.31 1.56 -0.004
C 3.59 -5.67 1.42 0.039
C 2.72 -6.08 0.46 -0.011
C 2.21 -5.12 -0.44 0.051
C 2.54 -3.79 -0.35 0.079
P 1.89 -2.76 -1.66 0.335
C 3.14 -2.35 -2.86 0.041
C 4.40 -2.95 -2.82 0.025
C 5.36 -2.59 -3.75 -0.011
C 5.06 -1.64 -4.72 0.032
C 3.81 -1.03 -4.75 -0.011
C 2.85 -1.38 -3.82 0.061
C 0.45 -3.48 -2.39 0.157
C -0.61 -3.85 -1.56 0.055
C -1.76 -4.38 -2.11 -0.026
C -1.86 -4.53 -3.49 0.068
C -0.81 -4.15 -4.32 -0.021
C 0.34 -3.62 -3.78 0.051
C 3.41 -3.32 0.69 -0.017
H 4.98 -0.63 2.10 0.000
H 5.97 -2.39 3.52 0.000
H 5.27 -4.74 3.20 0.000
H 4.02 -6.39 2.11 0.001
H 2.44 -7.11 0.36 0.001
H 1.55 -5.46 -1.23 0.007
H 4.63 -3.70 -2.07 0.006
H 6.33 -3.06 -3.73 0.001
H 5.81 -1.37 -5.45 0.001
H 3.59 -0.29 -5.51 0.000
H 1.88 -0.90 -3.83 0.002
H -0.54 -3.72 -0.48 0.015
H -2.58 -4.68 -1.47 0.000
H -2.76 -4.96 -3.92 0.003
H -0.89 -4.28 -5.39 0.000
H 1.16 -3.34 -4.43 0.004
C -2.49 4.68 -4.42 0.000
C -3.48 3.73 -3.76 0.000
C -4.80 4.38 -3.36 0.000
C -4.57 5.44 -2.29 0.000
C -3.79 4.87 -1.14 0.000
C -3.86 5.43 0.11 0.000
C -3.15 4.88 1.19 0.000
F -3.27 5.47 2.38 0.000
C -2.38 3.77 1.06 0.000
C -2.29 3.18 -0.21 -0.001
C -1.51 1.99 -0.39 -0.001
O -0.88 1.49 0.64 0.000
C -1.45 1.42 -1.66 0.003
C -2.12 2.03 -2.71 0.000
N -2.85 3.12 -2.55 0.000
C -2.97 3.73 -1.31 0.000
C -0.68 0.17 -1.94 0.007
O -0.30 -0.14 -3.03 -0.004
O -0.45 -0.58 -0.85 -0.018
H -2.95 5.12 -5.30 0.000
H -1.59 4.14 -4.74 0.000
H -2.19 5.48 -3.75 0.000
H -3.69 2.89 -4.43 0.000
H -5.48 3.62 -2.98 0.000
H -5.25 4.82 -4.25 0.000
H -5.52 5.83 -1.93 0.000
H -4.03 6.30 -2.71 0.000
H -4.48 6.30 0.29 0.000
H -1.87 3.34 1.90 0.000
H -2.06 1.61 -3.70 0.000
F 0.46 -2.04 1.22 0.006
P -2.83 -1.18 1.41 0.000
F -2.75 0.26 2.27 0.000
F -4.21 -1.54 2.03 0.000
F -2.70 -2.53 0.56 0.000
F -3.44 -0.37 0.15 0.000
F -1.98 -1.87 2.66 0.000
C 0.97 4.66 3.74 0.000
C 1.88 3.47 3.95 0.000
O 1.33 2.31 3.22 -0.002
P 0.75 1.07 3.95 0.002
O -0.01 0.23 2.93 -0.001
Te 2.58 -0.24 4.95 0.000
O -0.18 1.59 5.06 0.000
C -1.31 0.83 5.66 0.000
C -2.58 1.60 5.42 0.000
H 1.40 5.53 4.23 0.000
H -0.01 4.47 4.17 0.000
H 0.86 4.87 2.68 0.000
H 1.97 3.22 5.01 0.000
H 2.87 3.63 3.53 0.000
H -1.05 0.75 6.72 0.000
H -1.33 -0.17 5.22 0.000
H -2.51 2.60 5.85 0.000
H -3.40 1.07 5.91 0.000
H -2.80 1.65 4.36 0.000
S 1.83 -2.32 4.06 0.000
C 0.41 -2.48 4.98 0.000
N -0.56 -2.55 5.61 0.000
```

- Net charge: +2
- Strongest force on any atom: 1.08 eV/Å
- 2S+1: 2
- Molecular weight: 1347.2 g mol⁻¹
- Energy: -133050.5872 eV
- ⟨S²⟩: 0.76